ORCA calculation (wB97M-V/def2-TZVPD) on a structure of composition C19H22AsCl3N3O2RbS2.

Last column: natural (NBO) charge in e.
Atoms and positions in Å:
Rb (0.067, -0.042, 0.025)  0.93
S (3.479, 1.587, 2.460)  -0.51
C (2.277, 2.752, 2.079)  0.07
C (2.541, 4.144, 2.191)  -0.30
C (1.563, 5.067, 1.900)  -0.19
C (0.300, 4.630, 1.498)  -0.33
C (0.110, 3.266, 1.409)  0.03
N (1.047, 2.350, 1.672)  -0.54
H (3.528, 4.448, 2.510)  0.21
H (1.770, 6.130, 1.979)  0.19
H (-0.495, 5.324, 1.261)  0.20
H (-0.857, 2.878, 1.093)  0.20
S (2.248, -3.287, -2.886)  -0.52
C (1.141, -2.175, -3.585)  0.07
C (0.776, -2.291, -4.953)  -0.30
C (-0.109, -1.405, -5.520)  -0.19
C (-0.653, -0.386, -4.740)  -0.33
C (-0.259, -0.327, -3.419)  0.03
N (0.608, -1.171, -2.843)  -0.53
H (1.213, -3.095, -5.529)  0.21
H (-0.385, -1.498, -6.566)  0.19
H (-1.361, 0.324, -5.144)  0.20
H (-0.680, 0.440, -2.773)  0.20
Cl (-7.871, 0.392, -0.173)  -0.07
C (-6.151, 0.670, -0.375)  -0.10
C (-5.247, -0.175, 0.247)  -0.25
C (-3.893, 0.040, 0.090)  -0.13
Cl (-2.772, -1.025, 0.879)  -0.02
C (-3.332, 1.106, -0.692)  0.35
O (-2.095, 1.297, -0.827)  -0.78
C (-4.345, 1.925, -1.292)  -0.13
Cl (-3.789, 3.259, -2.267)  -0.04
C (-5.702, 1.726, -1.148)  -0.25
H (-5.592, -1.002, 0.854)  0.22
H (-6.400, 2.391, -1.637)  0.22
N (0.250, 0.067, 4.090)  -1.11
H (-0.659, 0.437, 3.832)  0.34
H (0.417, -0.716, 3.460)  0.39
H (0.920, 0.776, 3.800)  0.38
C (3.265, -1.486, 0.236)  -1.05
As (2.210, -2.544, 1.432)  2.00
C (2.122, -4.323, 0.693)  -1.02
C (3.219, -2.666, 3.081)  -1.01
O (0.704, -1.966, 1.722)  -1.21
H (4.285, -1.874, 0.228)  0.23
H (3.278, -0.457, 0.604)  0.28
H (2.849, -1.574, -0.770)  0.29
H (3.106, -4.791, 0.693)  0.22
H (1.763, -4.217, -0.333)  0.29
H (1.419, -4.912, 1.281)  0.23
H (4.177, -3.163, 2.930)  0.22
H (2.623, -3.210, 3.813)  0.23
H (3.375, -1.645, 3.431)  0.27

Values from the calculation:
HOMO   -1.96 eV
Calculated total energy   -5488.91206 Ha
Total charge   -2
Gap between HOMO and LUMO   5.952 eV
2S+1   1